(1)
DFT (ωB97M-V with the def2-TZVPD basis set) results for a molecular structure, C5H11O8PTm at a distorted geometry.

Last column: Löwdin charge in e.
CARTESIAN COORDINATES (ANGSTROEM)
C: 2.5749 -0.6719 0.1493  -0.06
C: 2.7946 0.9273 0.1911  -0.26
O: 1.6382 1.6903 0.4075  -0.09
C: 0.4421 1.1627 -0.1859  -0.12
C: -0.6745 2.3031 -0.1850  0.01
O: -1.4659 2.1187 1.0045  0.18
O: -2.7502 1.8665 0.7106  0.18
C: -2.9032 0.4941 0.2407  -0.50
O: -3.3993 0.3521 -0.7771  0.34
O: -2.4698 -0.4561 1.0777  0.06
P: -1.9554 -1.8431 0.2917  0.52
O: -0.6954 -1.6759 -0.4757  -0.26
O: -1.6727 -2.8999 1.5022  -0.06
O: -3.0877 -2.4881 -0.6609  -0.05
H: 3.5101 -1.1843 0.4999  0.13
H: 2.3179 -1.0076 -0.9135  0.05
H: 1.7885 -0.9868 0.8677  0.13
H: 3.3935 1.2399 -0.7462  0.02
H: 3.4686 1.1298 1.0559  0.18
H: 0.0553 0.3838 0.5105  0.12
H: 0.6009 0.7580 -1.2113  0.14
H: -0.1329 3.2853 -0.1688  0.19
H: -1.2759 2.2922 -1.1166  0.17
H: -1.2466 -3.6475 1.0403  0.11
H: -2.6334 -3.2274 -1.1130  0.13
Tm: 3.7782 0.0847 -1.9956  1.74

For the HOMO energy (spin up / spin down), the calculation gives -20.2 / -20.2 eV. The net charge is +3. Its expectation value of S² is 2.006. The value obtained for the HOMO-LUMO gap (spin up / spin down) is 7.50 / 4.90 eV. As for the spin multiplicity: 3.


(2)
DFT (ωB97M-V with the def2-TZVPD basis set) results for a single C19H22N4O4S molecule at a distorted geometry.

Last column: Löwdin charge in e.
CARTESIAN COORDINATES (ANGSTROEM)
C: -4.4418 -4.9913 -0.8929  -0.07
O: -3.4753 -4.9247 -1.9408  -0.04
C: -2.7187 -3.7649 -2.0120  -0.44
O: -2.5677 -2.9555 -1.1165  0.10
C: -1.7168 -3.7333 -3.1534  -0.10
C: -0.2496 -3.7070 -2.7071  -0.17
C: 0.3167 -2.3174 -2.7782  -0.20
N: 1.7557 -2.3013 -2.3422  -0.09
C: 2.0533 -2.7607 -0.9126  -0.14
C: 1.3524 -1.8880 0.1229  -0.10
C: 1.4272 -0.4090 -0.1555  -0.15
C: 1.7769 0.0649 -1.3871  -0.47
S: 2.0337 1.8235 -1.5002  1.07
C: 1.4033 1.9512 0.1642  -0.50
N: 1.1427 3.1193 0.8327  0.12
C: 0.5372 3.1366 1.9911  -0.20
C: 0.2345 4.5288 2.4915  -0.12
C: 1.3045 5.0821 3.1817  -0.31
C: 2.7134 4.6385 3.4191  -0.01
N: 0.9270 6.2801 3.6030  0.17
O: -0.4789 6.4170 3.1647  0.02
C: -0.7914 5.4149 2.3895  -0.28
C: -2.1795 5.0764 1.8046  0.02
N: 0.2666 1.9171 2.6861  0.21
C: 0.4083 0.7511 2.0505  -0.47
O: -0.1522 -0.1948 2.5070  0.10
C: 1.1249 0.7481 0.7630  -0.07
C: 2.2077 -0.8903 -2.4143  -0.23
H: -4.8613 -4.1019 -0.5255  0.06
H: -5.3392 -5.4803 -1.3739  0.11
H: -4.0715 -5.5185 -0.0173  0.09
H: -1.8160 -4.6535 -3.6987  0.10
H: -1.9728 -2.8504 -3.8180  0.15
H: -0.1835 -4.0400 -1.6827  0.11
H: 0.3009 -4.4110 -3.3853  0.14
H: -0.2254 -1.6566 -2.2248  0.09
H: 0.1276 -1.8740 -3.7347  0.12
H: 3.1348 -2.8701 -0.7825  0.13
H: 1.6962 -3.6909 -0.8264  0.06
H: 0.3478 -2.1871 0.1367  0.10
H: 1.8495 -2.1119 1.1144  0.15
H: 3.4779 5.4080 3.0276  0.12
H: 2.9095 4.4378 4.5131  0.11
H: 2.8983 3.8236 2.8120  0.03
H: -2.5120 6.0178 1.3046  0.09
H: -2.9062 4.7000 2.5838  0.10
H: -2.0060 4.2868 1.0078  0.10
H: -0.3044 1.9650 3.5197  0.17
H: 1.9317 -0.4458 -3.3999  0.13
H: 3.3103 -0.8583 -2.4091  0.13

For the HOMO energy, the calculation gives -8.3 eV. The value obtained for the HOMO-LUMO gap is 8.63 eV. The SMILES is COC(=O)CCCN1CCc2c(sc3nc(-c4c(C)noc4C)[nH]c(=O)c23)C1. The value obtained for the relative energy (zero: lowest compared OMol25 entry of this formula, charge and spin) is 5.557 eV.


(3)
DFT (ωB97M-V with the def2-TZVPD basis set) results for a single C3H8O molecule.

Last column: Löwdin charge in e.
CARTESIAN COORDINATES (ANGSTROEM)
C: 0.6550 1.0413 -0.6291  -0.06
C: -0.1330 -0.2268 -0.3480  -0.52
C: -0.6685 -0.2845 1.0804  -0.07
O: 0.7509 -1.3073 -0.6129  -0.05
H: 1.0263 1.0228 -1.6577  0.08
H: 0.0322 1.9311 -0.4941  0.08
H: 1.5162 1.1100 0.0441  0.08
H: -0.9853 -0.2698 -1.0444  0.13
H: -1.3758 0.5310 1.2685  0.08
H: -1.1942 -1.2294 1.2653  0.07
H: 0.1509 -0.2053 1.8026  0.08
H: 0.2255 -2.1132 -0.6748  0.09

For the HOMO energy, the calculation gives -10.3 eV. The value obtained for the HOMO-LUMO gap is 11.28 eV. The SMILES is CC(C)O. The value obtained for the relative energy (zero: lowest compared OMol25 entry of this formula, charge and spin) is 0.004 eV.